[1]
Entry from OMol25: a cluster of 10 separate species, C24H49BBrO38S9 in total in a non-equilibrium geometry (wB97M-V/def2-TZVPD).

Atoms and positions in Å:
C1 0.05 -1.50 -2.58
B1 0.05 -0.89 -4.06
O1 -0.45 -1.56 -5.18
C2 0.65 0.54 -4.23
Br1 0.95 0.85 -6.20
C3 -0.38 1.55 -3.67
C4 -1.76 1.61 -4.44
C5 -2.98 1.38 -3.47
C6 -3.95 0.22 -3.87
O2 -3.34 -0.82 -4.62
H1 0.79 -2.32 -2.43
H2 -0.97 -1.87 -2.35
H3 0.31 -0.69 -1.87
H4 -1.02 -2.29 -4.92
H5 -0.57 1.29 -2.61
H6 0.06 2.58 -3.64
H7 -1.78 0.98 -5.33
H8 -1.85 2.65 -4.80
H9 -3.58 2.31 -3.45
H10 -2.66 1.19 -2.43
H11 -4.30 -0.23 -2.92
H12 -4.84 0.66 -4.36
H13 -3.82 -1.62 -4.38
C7 3.22 -6.23 -0.09
C8 3.95 -4.96 -0.48
O3 2.95 -4.14 -1.10
S1 1.52 -4.43 -0.42
O4 1.29 -3.43 0.56
O5 0.59 -4.74 -1.44
O6 1.93 -5.79 0.34
H14 3.09 -6.89 -0.95
H15 3.73 -6.77 0.71
H16 4.77 -5.14 -1.16
H17 4.32 -4.43 0.40
C9 -3.43 -4.68 0.05
C10 -2.68 -3.42 -0.31
O7 -3.67 -2.57 -0.92
S2 -5.09 -2.85 -0.23
O8 -5.31 -1.87 0.77
O9 -6.04 -3.12 -1.26
O10 -4.71 -4.23 0.50
H18 -3.58 -5.33 -0.82
H19 -2.93 -5.25 0.84
H20 -1.86 -3.61 -1.00
H21 -2.30 -2.91 0.58
C11 -7.27 -4.74 -6.12
C12 -7.66 -3.95 -4.88
O11 -6.67 -4.28 -3.91
S3 -5.27 -4.54 -4.65
O12 -4.49 -3.36 -4.59
O13 -4.76 -5.80 -4.23
O14 -5.84 -4.69 -6.15
H22 -7.57 -5.79 -6.03
H23 -7.68 -4.32 -7.03
H24 -8.65 -4.22 -4.52
H25 -7.61 -2.88 -5.07
C13 -1.88 1.41 1.25
C14 -0.85 1.62 2.34
O15 -0.32 0.31 2.59
S4 -0.33 -0.53 1.22
O16 0.96 -0.45 0.63
O17 -0.99 -1.76 1.45
O18 -1.30 0.43 0.39
H26 -2.82 1.01 1.65
H27 -2.09 2.33 0.69
H28 -1.29 2.04 3.24
H29 -0.04 2.26 2.00
C15 -5.42 -1.17 6.00
C16 -6.39 -0.13 5.46
O19 -6.41 -0.34 4.05
S5 -6.20 -1.91 3.74
O20 -7.47 -2.51 3.54
O21 -5.15 -2.04 2.81
O22 -5.67 -2.33 5.21
H30 -4.38 -0.86 5.84
H31 -5.58 -1.38 7.05
H32 -6.07 0.89 5.69
H33 -7.40 -0.29 5.85
C17 2.53 6.51 2.49
C18 3.38 5.62 1.61
O23 2.84 4.30 1.81
S6 1.27 4.40 2.08
O24 0.58 4.15 0.86
O25 0.97 3.70 3.28
O26 1.20 5.98 2.38
H34 2.83 6.44 3.53
H35 2.55 7.55 2.17
H36 4.42 5.64 1.87
H37 3.26 5.87 0.56
C19 3.81 -2.62 2.81
C20 3.42 -1.82 4.03
O27 4.44 -2.12 5.00
S7 5.83 -2.37 4.24
O28 6.60 -1.18 4.29
O29 6.35 -3.62 4.68
O30 5.25 -2.55 2.76
H38 3.53 -3.67 2.91
H39 3.38 -2.22 1.89
H40 2.44 -2.08 4.40
H41 3.45 -0.74 3.83
C21 3.99 0.68 -0.21
C22 4.36 -0.15 -1.41
O31 5.66 0.35 -1.80
S8 6.46 0.83 -0.50
O32 7.34 -0.21 -0.09
O33 6.91 2.16 -0.72
O34 5.22 0.86 0.52
H42 3.62 1.66 -0.51
H43 3.25 0.19 0.42
H44 3.65 -0.06 -2.22
H45 4.48 -1.21 -1.15
C23 5.79 10.53 2.39
C24 7.03 10.03 1.67
O35 7.02 8.61 1.87
S9 5.50 8.09 1.94
O36 5.13 7.60 0.66
O37 5.34 7.33 3.12
O38 4.80 9.53 2.14
H46 5.96 10.58 3.47
H47 5.46 11.49 2.02
H48 7.94 10.46 2.06
H49 6.97 10.22 0.59

Charge   -1
Lowest unoccupied orbital energy   1.175 eV
HOMO energy   -1.89 eV
Electronic energy   -9985.34057 Ha
Largest force on an atom   3.091 eV/Å
Kohn-Sham gap   0.1127 hartree
ΔE to the lowest compared entry with this formula, charge and spin   0.0 kcal per mole

***

[2]
Entry from OMol25: a structure of composition C2H5NO in a non-equilibrium geometry (wB97M-V/def2-TZVPD).

Atoms and positions in Å:
C1 0.39 0.14 -0.07
C2 -0.48 -0.96 -0.03
N1 0.14 1.41 -0.03
O1 2.06 -0.49 -0.06
H1 -1.56 -0.85 0.25
H2 -0.54 -1.30 -1.06
H3 -0.19 -1.66 0.83
H4 -0.81 1.62 0.08
H5 0.99 2.10 0.09

Lowest unoccupied orbital energy   0.435 eV
HOMO energy   -8.36 eV
Electronic energy   -209.03950 Ha
Largest force on an atom   9.323 eV/Å
Kohn-Sham gap   0.3233 hartree
ΔE to the lowest compared entry with this formula, charge and spin   114.7 kcal per mole

***

[3]
Entry from OMol25: a cluster of 4 separate species, C30H66Cl2NOP in total in a non-equilibrium geometry (wB97M-V/def2-TZVPD).

Atoms and positions in Å:
C1 4.75 1.26 3.74
C2 5.00 0.39 2.34
P1 4.20 1.38 0.92
C3 5.47 1.36 -0.50
C4 5.28 2.61 -1.59
N1 2.61 0.69 0.45
C5 1.64 0.82 1.60
C6 0.24 1.61 1.24
O1 -0.95 0.78 1.49
C7 -1.43 0.12 0.27
C8 -2.12 1.17 -0.83
C9 -2.69 -0.86 0.76
C10 0.06 2.96 2.22
Cl1 0.39 2.77 4.07
C11 -0.39 4.29 1.73
C12 -0.62 5.62 2.72
Cl2 -0.79 4.60 -0.09
H1 4.43 2.35 3.38
H2 3.80 0.78 4.26
H3 5.69 1.31 4.43
H4 6.18 0.25 2.24
H5 4.52 -0.69 2.41
H6 5.53 0.31 -1.06
H7 6.55 1.54 -0.03
H8 6.27 2.65 -2.26
H9 5.30 3.61 -0.96
H10 4.32 2.47 -2.24
H11 2.27 1.14 -0.43
H12 1.33 -0.25 2.03
H13 2.25 1.32 2.49
H14 0.35 2.01 0.15
H15 -0.63 -0.56 -0.25
H16 -2.54 0.50 -1.72
H17 -3.00 1.77 -0.34
H18 -1.32 1.94 -1.26
H19 -2.69 -0.87 1.95
H20 -3.71 -0.32 0.46
H21 -2.63 -1.94 0.32
H22 -1.77 5.71 2.97
H23 -0.32 6.56 2.05
H24 0.03 5.56 3.69
C13 -3.04 -6.85 -2.31
C14 -1.54 -6.63 -2.39
C15 -0.81 -6.93 -1.08
C16 -1.22 -6.04 0.10
C17 -1.04 -4.54 -0.12
C18 0.41 -4.14 -0.35
H25 -3.51 -6.18 -1.59
H26 -3.50 -6.66 -3.29
H27 -3.27 -7.88 -2.03
H28 -1.33 -5.61 -2.72
H29 -1.13 -7.29 -3.17
H30 0.27 -6.85 -1.24
H31 -0.99 -7.98 -0.80
H32 -0.63 -6.34 0.98
H33 -2.27 -6.23 0.36
H34 -1.40 -4.01 0.77
H35 -1.65 -4.19 -0.96
H36 1.04 -4.43 0.50
H37 0.49 -3.05 -0.48
H38 0.82 -4.60 -1.25
C19 3.21 3.16 -8.81
C20 2.43 2.21 -7.91
C21 2.24 2.75 -6.48
C22 3.54 2.97 -5.70
C23 4.42 1.73 -5.54
C24 3.75 0.61 -4.77
H39 4.23 3.32 -8.44
H40 3.28 2.74 -9.82
H41 2.71 4.13 -8.88
H42 2.92 1.24 -7.89
H43 1.44 2.05 -8.35
H44 1.59 2.07 -5.93
H45 1.71 3.71 -6.53
H46 3.28 3.35 -4.70
H47 4.13 3.76 -6.17
H48 5.34 2.02 -5.01
H49 4.74 1.36 -6.52
H50 3.47 0.94 -3.76
H51 4.43 -0.24 -4.66
H52 2.85 0.24 -5.28
C25 -2.93 1.21 5.08
C26 -3.55 -0.02 5.74
C27 -4.61 -0.70 4.87
C28 -5.83 0.16 4.54
C29 -6.60 0.70 5.75
C30 -7.19 -0.41 6.62
H53 -3.67 1.98 4.89
H54 -2.16 1.63 5.74
H55 -2.46 0.94 4.13
H56 -3.97 0.26 6.71
H57 -2.75 -0.74 5.95
H58 -4.93 -1.62 5.37
H59 -4.14 -1.02 3.93
H60 -6.52 -0.44 3.92
H61 -5.53 1.01 3.91
H62 -7.42 1.33 5.39
H63 -5.96 1.34 6.36
H64 -7.88 -1.03 6.04
H65 -7.76 0.03 7.45
H66 -6.42 -1.05 7.04

Lowest unoccupied orbital energy   0.376 eV
HOMO energy   -7.42 eV
Electronic energy   -2574.10819 Ha
Largest force on an atom   3.979 eV/Å
Kohn-Sham gap   0.2866 hartree

***

[4]
Entry from OMol25: a structure of composition C13H22N4O4S in a non-equilibrium geometry (wB97M-V/def2-TZVPD).

Atoms and positions in Å:
C1 3.17 2.47 1.49
C2 4.33 1.54 0.81
H1 4.75 2.09 -0.13
H2 5.03 1.32 1.50
O1 3.68 0.09 0.34
C3 2.84 0.11 -0.56
O2 2.63 0.98 -1.22
N1 2.43 -1.06 -0.96
C4 2.30 -2.05 0.11
H3 2.60 -1.63 1.15
C5 0.88 -2.49 0.23
N2 -0.16 -1.62 -0.29
S1 -0.26 -0.70 0.88
O3 -0.58 -1.14 2.23
O4 0.78 0.41 0.91
C6 -1.79 0.25 0.50
C7 -2.96 -0.43 0.40
N3 -3.82 0.60 -0.15
N4 -3.00 1.86 -0.63
C8 -1.88 1.61 -0.09
C9 -0.84 2.58 -0.50
H4 -0.02 2.24 -0.69
H5 -0.51 3.12 0.61
H6 -1.24 3.43 -0.87
C10 -5.19 0.74 -0.73
H7 -5.33 -0.26 -1.15
H8 -5.74 0.27 0.44
H9 -5.45 1.65 -1.01
C11 -3.54 -1.63 0.93
H10 -4.33 -1.53 1.48
H11 -3.66 -2.14 -0.07
H12 -2.70 -2.06 1.30
C12 0.15 -1.18 -1.52
H13 -0.54 -1.93 -2.24
C13 1.56 -1.37 -1.97
H14 1.85 -0.33 -2.68
H15 1.85 -2.28 -2.56
H16 -0.22 -0.16 -1.29
H17 0.85 -3.50 -0.45
H18 0.56 -2.88 1.32
H19 3.19 -2.94 0.20
H20 2.49 2.05 2.48
H21 3.49 3.35 1.78
H22 2.32 2.56 0.68

Lowest unoccupied orbital energy   0.542 eV
HOMO energy   -8.27 eV
Electronic energy   -1426.20937 Ha
Largest force on an atom   15.420 eV/Å
Kohn-Sham gap   0.3238 hartree
ΔE to the lowest compared entry with this formula, charge and spin   352.3 kcal per mole

***

[5]
Entry from OMol25: a structure of composition C42H47AsN5O4PPtS2Si2 in a non-equilibrium geometry (wB97M-V/def2-TZVPD).

Atoms and positions in Å:
Pt1 -0.37 0.18 0.62
N1 -2.66 -2.35 3.16
C1 -2.13 -3.67 3.26
C2 -2.85 -4.62 3.96
C3 -2.34 -5.91 4.07
C4 -1.13 -6.23 3.48
C5 -0.42 -5.27 2.77
C6 -0.92 -3.98 2.66
S1 0.05 -2.77 1.79
N2 -1.02 -1.40 1.75
C7 -2.13 -1.35 2.43
C8 -2.93 -0.08 2.36
C9 -4.03 0.15 3.16
C10 -4.74 1.34 3.00
C11 -4.32 2.22 2.03
C12 -3.19 1.93 1.28
N3 -2.48 0.81 1.46
H1 -3.57 -2.21 3.57
H2 -3.79 -4.36 4.42
H3 -2.89 -6.65 4.62
H4 -0.73 -7.23 3.57
H5 0.53 -5.51 2.32
H6 -4.35 -0.54 3.92
H7 -5.60 1.55 3.61
H8 -4.86 3.15 1.84
H9 -2.85 2.62 0.53
O1 2.78 0.07 -0.36
S2 2.68 0.29 -1.79
O2 3.70 -0.28 -2.61
O3 1.27 -0.15 -2.29
C13 2.57 2.02 -1.99
C14 3.58 2.63 -2.69
C15 3.69 4.02 -2.66
C16 2.80 4.75 -1.90
C17 1.76 4.11 -1.22
C18 1.60 2.73 -1.26
P1 -0.01 2.07 -0.62
C19 -0.65 3.49 0.33
C20 -1.35 4.51 -0.32
C21 -1.86 5.58 0.40
C22 -1.68 5.65 1.77
C23 -1.00 4.64 2.43
C24 -0.49 3.56 1.71
C25 -1.07 2.07 -2.09
C26 -2.33 1.48 -2.01
C27 -3.27 1.68 -3.02
C28 -2.93 2.43 -4.14
C29 -1.66 2.97 -4.26
C30 -0.74 2.80 -3.23
H10 4.29 2.03 -3.23
H11 4.47 4.52 -3.21
H12 2.89 5.82 -1.84
H13 1.07 4.73 -0.66
H14 -1.51 4.47 -1.39
H15 -2.40 6.37 -0.12
H16 -2.08 6.49 2.33
H17 -0.85 4.69 3.50
H18 0.01 2.77 2.24
H19 -2.59 0.86 -1.16
H20 -4.25 1.24 -2.94
H21 -3.66 2.58 -4.93
H22 -1.39 3.53 -5.14
H23 0.24 3.25 -3.33
C31 3.32 -2.76 0.28
Si1 2.13 -3.21 -1.07
C32 3.10 -3.45 -2.62
C33 1.11 -4.75 -0.72
As1 0.36 -1.49 -1.24
Si2 -1.08 -2.24 -3.05
C34 -2.51 -2.97 -2.11
C35 -1.52 -0.79 -4.11
C36 -0.14 -3.48 -4.04
H24 3.91 -3.66 0.51
H25 2.87 -2.40 1.20
H26 4.01 -2.00 -0.08
H27 3.87 -4.18 -2.34
H28 3.61 -2.55 -2.95
H29 2.53 -3.87 -3.44
H30 1.53 -5.29 0.12
H31 1.16 -5.42 -1.59
H32 0.06 -4.57 -0.50
H33 -3.05 -2.18 -1.58
H34 -2.17 -3.70 -1.37
H35 -3.21 -3.46 -2.78
H36 -2.49 -0.38 -3.84
H37 -1.57 -1.13 -5.14
H38 -0.79 0.01 -4.05
H39 0.04 -4.41 -3.51
H40 0.81 -3.07 -4.37
H41 -0.73 -3.70 -4.93
N4 4.98 1.82 0.85
C37 4.65 2.10 2.14
O4 5.22 2.90 2.84
C38 3.47 1.31 2.64
C39 3.59 0.44 3.71
C40 2.46 -0.25 4.14
C41 1.27 -0.05 3.47
N5 1.14 0.79 2.43
C42 2.23 1.46 2.05
H42 5.83 2.23 0.48
H43 4.58 1.02 0.39
H44 4.54 0.32 4.21
H45 2.50 -0.92 4.98
H46 0.37 -0.56 3.79
H47 2.12 2.16 1.23

Charge   +2
Lowest unoccupied orbital energy   -5.893 eV
HOMO energy   -12.92 eV
Electronic energy   -6274.89811 Ha
Largest force on an atom   1.505 eV/Å
Kohn-Sham gap   0.2582 hartree
ΔE to the lowest compared entry with this formula, charge and spin   9.8 kcal per mole

***

[6]
Entry from OMol25: a structure of composition C17H32BrINO14P in a non-equilibrium geometry (wB97M-V/def2-TZVPD).

Atoms and positions in Å:
N1 -4.11 -3.26 3.66
C1 -4.91 -2.02 3.38
C2 -4.52 -0.76 4.31
C3 -5.32 -0.90 5.70
O1 -5.73 -2.28 6.01
O2 -7.09 -2.33 5.84
C4 -3.02 -0.20 4.30
I1 -2.30 1.05 5.94
C5 -1.78 -1.21 4.07
C6 -1.43 -1.52 2.54
C7 -0.17 -0.62 2.03
O3 1.00 -0.81 2.88
O4 -2.86 0.72 3.15
C8 -4.05 0.98 2.42
O5 -4.23 1.50 1.31
C9 -5.18 0.48 3.49
Br1 -5.56 2.17 4.47
P1 -6.79 0.21 2.53
O6 -7.29 1.62 2.10
O7 -6.63 -0.69 1.10
O8 -8.05 -0.43 3.51
H1 -4.68 -4.08 3.39
H2 -3.81 -3.31 4.64
H3 -6.01 -2.33 3.46
H4 -4.62 -1.71 2.30
H5 -6.31 -0.30 5.73
H6 -4.73 -0.55 6.62
H7 -7.27 -3.01 5.14
H8 -2.00 -2.19 4.63
H9 -0.87 -0.75 4.59
H10 -2.32 -1.43 1.83
H11 -1.04 -2.61 2.51
H12 -0.51 0.48 2.04
H13 0.07 -0.95 0.96
H14 1.64 -0.09 2.67
H15 -7.48 -0.59 0.60
H16 -8.02 -0.04 4.41
C10 3.58 -0.36 -4.92
C11 2.30 -1.10 -4.56
O9 2.55 -2.08 -3.54
C12 2.67 -1.60 -2.29
O10 2.58 -0.45 -1.96
O11 2.93 -2.64 -1.47
C13 3.18 -2.25 -0.12
H17 4.37 -1.06 -5.19
H18 3.40 0.32 -5.76
H19 3.95 0.23 -4.07
H20 1.94 -1.64 -5.43
H21 1.51 -0.41 -4.24
H22 2.36 -1.64 0.27
H23 4.13 -1.72 -0.05
H24 3.24 -3.16 0.48
C14 7.48 4.37 -7.89
C15 6.21 3.63 -7.52
O12 6.46 2.65 -6.51
C16 6.58 3.12 -5.26
O13 6.49 4.28 -4.93
O14 6.85 2.09 -4.44
C17 7.10 2.47 -3.09
H25 8.27 3.67 -8.16
H26 7.30 5.05 -8.73
H27 7.85 4.96 -7.05
H28 5.84 3.09 -8.40
H29 5.42 4.31 -7.21
H30 6.28 3.09 -2.70
H31 8.05 3.01 -3.02
H32 7.16 1.56 -2.49

Lowest unoccupied orbital energy   -0.207 eV
HOMO energy   -9.54 eV
Electronic energy   -4988.01744 Ha
Largest force on an atom   6.571 eV/Å
Kohn-Sham gap   0.3428 hartree

***

[7]
Entry from OMol25: an isolated molecule of C4H5NO in a non-equilibrium geometry (wB97M-V/def2-TZVPD).

Atoms and positions in Å:
N1 2.82 -0.80 -0.14
C1 1.86 -0.16 0.01
C2 0.62 0.61 0.17
C3 -0.53 0.17 -0.76
C4 -1.09 -0.47 0.52
O1 -0.11 0.21 1.33
H1 0.86 1.68 0.19
H2 -1.11 1.01 -1.13
H3 -0.26 -0.50 -1.58
H4 -2.11 -0.19 0.80
H5 -0.97 -1.55 0.58

Lowest unoccupied orbital energy   0.843 eV
HOMO energy   -10.71 eV
Electronic energy   -285.35497 Ha
Largest force on an atom   1.109 eV/Å
Kohn-Sham gap   0.4246 hartree
ΔE to the lowest compared entry with this formula, charge and spin   37.4 kcal per mole